# 1
Formula: C4H7O2Tb
Source: OMol25
Level of theory: wB97M-V/def2-TZVPD

The energy above the lowest of the compared OMol25 structures with the same formula, charge and spin is 233.25 kJ/mol. The gap between HOMO and LUMO (spin up / spin down) comes out at 0.2949 / 0.2079 hartree. The LUMO energy (spin up / spin down) is -9.3 / -9.4 eV. The total charge is +2. The calculation puts the HOMO energy (spin up / spin down) at -17.4 / -15.1 eV. The spin multiplicity is 7.

```
14
Properties=species:S:1:pos:R:3:forces:R:3
H 0.086 2.654 -0.654 0.5 0.1 -0.5
O -0.729 2.513 -0.079 -1.3 0.0 0.8
C -1.042 1.325 0.158 -0.3 0.5 0.3
C -0.381 0.145 -0.397 -0.5 -0.6 0.0
C 0.046 -0.839 0.704 -0.3 0.1 0.8
C 0.599 -2.123 0.134 1.4 -0.6 -0.9
O 1.658 -2.594 0.472 -1.0 0.6 -0.1
Tb 2.377 1.673 -1.082 1.8 0.2 -0.3
H -1.875 1.216 0.865 0.1 -0.1 -0.2
H 0.448 0.430 -1.059 -0.7 -0.3 -0.1
H -1.170 -0.326 -1.019 0.3 0.0 -0.1
H -0.835 -1.134 1.300 0.2 0.3 -0.1
H 0.779 -0.391 1.385 -0.1 -0.1 0.0
H 0.040 -2.549 -0.729 -0.2 -0.1 0.4
```
Positions in Å, forces in eV/Å.

Löwdin atomic charge list, values in e, 5 entries: -0.033, 0.146, -0.036, -0.198, -0.126

---

# 2
Formula: C5H12N2O
Source: OMol25
Level of theory: wB97M-V/def2-TZVPD

The energy above the lowest of the compared OMol25 structures with the same formula, charge and spin is 149.00 kJ/mol. The gap between HOMO and LUMO comes out at 0.3447 hartree. Its SMILES is CC(N)=O.C=CNC. The LUMO energy is 0.8 eV. The total charge is 0. The calculation puts the HOMO energy at -8.6 eV.

```
20
Properties=species:S:1:pos:R:3:forces:R:3
C -1.336 1.167 1.162 0.7 0.0 0.1
C -1.218 0.883 2.644 0.4 0.3 -0.3
N -0.054 1.331 3.220 -0.1 0.0 0.2
O -2.048 0.291 3.290 -0.4 -0.2 0.1
H -0.374 1.496 0.768 -0.1 0.1 0.0
H -2.059 1.964 1.003 -0.2 -0.2 -0.1
H -1.576 0.254 0.623 -0.4 0.1 0.0
H 0.522 2.018 2.775 0.0 0.1 -0.2
H -0.043 1.332 4.225 0.0 -0.1 0.1
C -0.751 -1.725 -2.755 0.3 0.1 0.5
C 0.083 -1.542 -1.735 0.3 0.1 0.2
N 0.657 -0.325 -1.310 -0.3 -0.5 -0.7
C 2.111 -0.385 -1.176 0.1 0.0 0.4
H -1.044 -0.887 -3.370 -0.2 -0.1 -0.2
H -1.134 -2.720 -2.917 -0.2 0.1 -0.2
H 0.409 -2.385 -1.135 0.0 -0.1 0.0
H 0.370 0.405 -1.951 0.1 0.1 0.0
H 2.509 0.622 -1.282 0.1 0.0 0.0
H 2.372 -0.754 -0.180 0.0 0.1 0.0
H 2.605 -1.043 -1.898 -0.1 0.1 -0.2
```
Positions in Å, forces in eV/Å.

natural (NBO) atomic charge list, values in e, 5 entries: -0.714, 0.677, -0.831, -0.606, 0.209

---

# 3
Formula: C6H6S
Source: OMol25
Level of theory: wB97M-V/def2-TZVPD

The energy above the lowest of the compared OMol25 structures with the same formula, charge and spin is 322.06 kJ/mol. The gap between HOMO and LUMO comes out at 0.3257 hartree. Its SMILES is S[C@@H]1C2=CC=C[C@H]21. The LUMO energy is 0.2 eV. The total charge is 0. The calculation puts the HOMO energy at -8.6 eV.

```
13
Properties=species:S:1:pos:R:3:forces:R:3
S 2.941 0.043 -0.040 -0.2 -0.2 -0.2
C 1.226 -0.181 0.440 0.6 -0.5 0.5
C 0.285 -0.857 -0.396 0.4 0.3 -0.3
C -0.957 -1.339 -0.040 0.3 -0.1 -0.7
C -1.880 -0.274 -0.141 -0.2 0.3 0.2
C -1.196 0.900 -0.328 0.0 0.0 0.2
C 0.206 0.622 -0.524 -0.6 0.0 -0.2
H 3.240 0.915 0.923 0.0 0.1 0.1
H 1.124 -0.232 1.521 -0.2 0.1 0.0
H -1.185 -2.344 0.261 0.1 -0.1 0.4
H -2.940 -0.363 0.019 -0.2 0.0 0.0
H -1.634 1.868 -0.495 -0.1 0.1 -0.1
H 0.769 1.243 -1.202 0.2 -0.1 0.0
```
Positions in Å, forces in eV/Å.

natural (NBO) atomic charge list, values in e, 5 entries: 0.028, -0.271, -0.068, -0.203, -0.249

---

# 4
Formula: C34H42N3O9RuSe
Source: OMol25
Level of theory: wB97M-V/def2-TZVPD

The gap between HOMO and LUMO (spin up / spin down) comes out at 0.2563 / 0.2143 hartree. The LUMO energy (spin up / spin down) is -4.3 / -5.5 eV. The total charge is +1. The calculation puts the HOMO energy (spin up / spin down) at -11.3 / -11.4 eV. The spin multiplicity is 5.

```
90
Properties=species:S:1:pos:R:3:forces:R:3
Ru -0.970 0.548 2.690 0.2 0.2 0.3
C 0.197 -4.148 -2.908 0.0 0.0 0.0
C 1.469 -3.344 -2.645 0.0 0.0 0.0
C 1.827 -2.558 -3.918 0.0 0.0 0.0
C 2.609 -4.318 -2.300 0.0 0.0 0.0
C 1.304 -2.359 -1.504 0.0 0.0 0.0
C 0.082 -2.207 -0.810 0.0 0.1 0.1
C -0.016 -1.306 0.202 -0.1 -0.1 0.0
Se -1.722 -1.109 1.080 -0.1 -0.1 -0.3
C -2.430 0.221 -0.113 0.0 0.0 0.1
C -3.086 -0.137 -1.272 0.0 0.1 -0.1
C -3.510 0.864 -2.142 0.1 0.0 0.1
C -3.250 2.187 -1.778 0.0 -0.1 0.0
C -2.601 2.575 -0.607 0.0 0.0 0.0
C -2.187 1.544 0.245 0.0 0.0 -0.2
O -1.542 1.798 1.409 0.0 -0.1 0.4
C -2.330 4.040 -0.271 0.0 0.0 0.0
C -0.815 4.265 -0.165 0.0 0.0 0.0
C -2.870 4.978 -1.354 0.0 0.0 0.0
C -3.017 4.408 1.052 0.0 0.0 0.0
C -4.225 0.483 -3.434 0.0 0.0 0.0
C -5.511 -0.280 -3.088 0.0 0.0 0.0
C -3.303 -0.418 -4.267 0.0 0.0 0.0
C -4.593 1.706 -4.274 0.0 0.0 0.0
C 1.106 -0.503 0.640 0.0 -0.1 0.0
O 1.012 0.256 1.641 -0.1 0.0 0.0
C 2.353 -0.631 -0.099 0.0 0.0 0.0
C 2.386 -1.554 -1.118 0.0 0.0 0.0
C 3.611 0.191 0.176 0.0 0.0 0.0
C 3.952 0.970 -1.107 0.0 0.0 0.0
C 3.510 1.205 1.319 0.0 0.0 0.0
C 4.758 -0.779 0.508 0.0 0.0 0.0
H 0.381 -4.849 -3.721 0.0 0.0 0.0
H -0.633 -3.508 -3.211 0.0 0.0 0.0
H -0.105 -4.731 -2.038 0.0 0.0 0.0
H 1.944 -3.254 -4.748 0.0 0.0 0.0
H 2.761 -2.008 -3.809 0.0 0.0 0.0
H 1.039 -1.849 -4.175 0.0 0.0 0.0
H 2.731 -5.031 -3.115 0.0 0.0 0.0
H 2.387 -4.875 -1.390 0.0 0.0 0.0
H 3.559 -3.804 -2.164 0.0 0.0 0.0
H -0.771 -2.812 -1.078 0.0 0.0 0.0
H -3.261 -1.182 -1.492 0.0 0.0 0.0
H -3.575 2.967 -2.446 0.0 0.0 0.0
H -0.322 4.003 -1.103 0.0 0.0 0.0
H -0.371 3.678 0.638 0.0 0.0 0.0
H -0.616 5.318 0.037 0.0 0.0 0.0
H -2.396 4.803 -2.321 0.0 0.0 0.0
H -2.657 6.006 -1.066 0.0 0.0 0.0
H -3.950 4.887 -1.472 0.0 0.0 0.0
H -2.619 3.841 1.892 0.0 0.0 0.0
H -4.091 4.230 0.991 0.0 0.0 0.0
H -2.863 5.467 1.258 0.0 0.0 0.0
H -5.299 -1.206 -2.554 0.0 0.0 0.0
H -6.048 -0.538 -4.001 0.0 0.0 0.0
H -6.168 0.328 -2.466 0.0 0.0 0.0
H -3.051 -1.337 -3.738 0.0 0.0 0.0
H -2.376 0.100 -4.516 0.0 0.0 0.0
H -3.798 -0.697 -5.197 0.0 0.0 0.0
H -5.274 2.372 -3.744 0.0 0.0 0.0
H -5.097 1.379 -5.183 0.0 0.0 0.0
H -3.711 2.275 -4.571 0.0 0.0 0.0
H 3.311 -1.669 -1.665 0.0 0.0 0.0
H 3.145 1.651 -1.375 0.0 0.0 0.0
H 4.139 0.311 -1.954 0.0 0.0 0.0
H 4.852 1.560 -0.940 0.0 0.0 0.0
H 2.721 1.936 1.156 0.0 0.0 0.0
H 4.459 1.739 1.372 0.0 0.0 0.0
H 3.340 0.725 2.281 0.0 0.0 0.0
H 4.984 -1.452 -0.318 0.0 0.0 0.0
H 4.517 -1.384 1.383 0.0 0.0 0.0
H 5.659 -0.209 0.728 0.0 0.0 0.0
O 4.348 -2.580 7.307 0.1 -0.2 0.0
N 3.832 -1.489 7.296 -0.1 0.0 -0.1
O 4.141 -0.542 7.980 0.1 0.1 0.1
C 2.717 -1.291 6.355 -0.1 0.0 -0.1
C 2.066 -0.079 6.337 0.0 0.0 -0.1
C 1.018 0.086 5.447 0.1 0.0 0.1
C 0.550 -0.960 4.617 0.2 0.2 0.0
O -0.546 -0.870 3.941 -0.4 0.0 0.0
C 1.330 -2.135 4.615 0.1 -0.1 0.1
C 2.380 -2.316 5.486 0.1 0.0 0.0
N 1.081 -3.194 3.617 -0.2 0.1 0.1
O 0.221 -3.005 2.777 0.1 -0.1 -0.1
O 1.777 -4.178 3.680 0.1 -0.1 0.0
N 0.395 1.402 5.405 0.0 -0.2 0.1
O -0.296 1.734 4.419 -0.1 0.1 -0.3
O 0.587 2.162 6.308 0.0 0.0 0.0
H 2.378 0.725 6.989 0.0 0.0 0.0
H 2.946 -3.238 5.475 0.0 0.0 0.0
```
Positions in Å, forces in eV/Å.

Löwdin atomic charge list, values in e, 5 entries: 1.332, -0.053, -0.549, -0.024, -0.024